# 1
{"formula": "C5H10O2", "method": "the ωB97M-V functional and the def2-TZVPD basis", "elements": ["C", "C", "O", "C", "C", "C", "O", "H", "H", "H", "H", "H", "H", "H", "H", "H", "H"], "coordinates": [[0.5049, -2.2514, 0.9184], [0.7783, -0.8086, 0.5802], [0.0670, 0.0446, 1.4449], [-0.0305, 1.2766, 0.7571], [0.0950, 0.8975, -0.7423], [-1.1391, 1.1839, -1.5748], [0.3126, -0.5072, -0.7113], [-0.5671, -2.4455, 0.8305], [1.0464, -2.9070, 0.2307], [0.8277, -2.4632, 1.9414], [1.8596, -0.5758, 0.6437], [-0.9971, 1.7290, 1.0007], [0.7728, 1.9622, 1.0647], [0.9734, 1.3915, -1.1842], [-1.0181, 0.7765, -2.5829], [-1.3132, 2.2625, -1.6558], [-2.0174, 0.7183, -1.1153]], "charge": 0, "gap_ha": 0.41008, "max_force_ev_per_a": 0.33}



# 2
{"formula": "C20H16ClF3N2O7STi", "method": "the ωB97M-V functional and the def2-TZVPD basis", "elements": ["Ti", "C", "C", "O", "C", "C", "C", "N", "N", "C", "O", "C", "C", "C", "C", "C", "C", "H", "H", "H", "H", "H", "H", "H", "H", "H", "H", "H", "H", "Cl", "C", "C", "C", "C", "O", "C", "C", "O", "C", "H", "H", "H", "H", "F", "C", "F", "F", "S", "O", "O", "O"], "coordinates": [[8.6811, 13.4490, 11.1246], [6.1743, 16.0024, 8.9776], [6.5675, 14.6014, 9.3665], [7.7631, 14.5729, 9.8881], [5.8205, 13.5305, 9.1891], [6.2925, 12.1926, 9.6245], [5.6423, 10.9798, 9.1434], [7.3100, 12.0102, 10.4485], [7.7556, 10.6772, 10.4894], [9.0197, 10.6736, 10.6182], [9.7213, 11.7220, 10.7869], [9.6408, 9.3299, 10.6264], [10.9699, 9.2318, 10.2465], [11.5686, 7.9869, 10.2173], [10.8651, 6.8557, 10.6333], [9.5169, 6.9882, 10.9522], [8.9228, 8.2293, 10.9546], [6.2117, 16.6530, 9.8627], [5.1573, 16.0595, 8.5328], [6.9077, 16.3855, 8.2782], [4.9286, 13.4672, 8.6099], [4.5950, 11.1600, 8.9081], [5.6671, 10.2473, 9.9421], [6.0931, 10.4928, 8.2961], [11.4962, 10.1021, 9.9640], [12.5885, 7.9136, 9.9261], [11.3777, 5.9109, 10.6805], [8.9761, 6.0732, 11.2540], [7.9061, 8.4513, 11.1279], [9.4410, 18.4974, 16.3770], [9.1073, 17.2069, 15.2833], [7.8660, 16.5536, 15.4339], [7.4636, 15.4593, 14.5928], [8.3008, 15.0539, 13.5929], [8.0280, 14.0033, 12.7824], [9.6206, 15.7021, 13.4035], [10.5789, 15.3434, 12.4307], [10.4083, 14.5362, 11.4141], [9.9692, 16.8519, 14.2450], [7.2992, 16.7995, 16.3247], [6.5677, 14.9640, 14.8185], [11.5016, 15.9160, 12.4412], [10.9142, 17.4106, 14.0961], [12.2523, 13.6164, 3.4414], [11.7764, 13.7148, 4.7035], [10.4614, 14.1428, 4.6507], [12.5248, 14.6056, 5.4383], [11.8328, 12.0974, 5.6664], [10.7524, 12.2521, 6.5668], [11.6500, 11.1008, 4.5966], [13.1077, 12.2317, 6.3208]], "multiplicity": 3, "charge": -2, "gap_ha": [0.17373, 0.27481], "max_force_ev_per_a": 4.01}



# 3
{"formula": "C21H27N2O6Se2Ti", "method": "the ωB97M-V functional and the def2-TZVPD basis", "elements": ["Ti", "O", "C", "O", "C", "C", "C", "C", "C", "N", "C", "O", "O", "H", "H", "H", "H", "H", "O", "C", "C", "C", "O", "C", "Se", "C", "Se", "H", "H", "H", "H", "H", "H", "H", "H", "H", "H", "C", "N", "C", "C", "C", "C", "C", "C", "C", "C", "H", "H", "H", "H", "H", "H", "H", "H", "H", "H", "H", "H"], "coordinates": [[1.3118, -1.3153, 1.7155], [1.1731, 2.7416, 0.7672], [1.3288, 1.5676, 1.2744], [1.0389, 0.5289, 0.6453], [1.6636, 1.4212, 2.7101], [1.7914, 2.4502, 3.5781], [2.0070, 2.0326, 4.9591], [1.9457, 0.7362, 5.3646], [1.6133, -0.2526, 4.4303], [1.6465, 0.1143, 3.0759], [1.2648, -1.5658, 4.4757], [1.1022, -2.2865, 5.6203], [1.1095, -2.2871, 3.3421], [0.7199, 2.6248, -0.1770], [1.7448, 3.4451, 3.1920], [2.2254, 2.7052, 5.7801], [2.0873, 0.4096, 6.3783], [2.0391, -2.5321, 5.9006], [-2.5316, 5.5908, -1.8416], [-3.3341, 4.5689, -2.4450], [-2.8886, 3.1380, -2.1950], [-4.0222, 2.1815, -2.8631], [-3.5295, 0.9468, -3.3631], [-2.8742, 2.8607, -0.6708], [-2.6809, 0.9341, -0.3181], [-1.5171, 2.9905, -2.8634], [-0.2346, 1.7926, -1.9096], [-2.2574, 5.2140, -1.0006], [-3.4356, 4.8053, -3.5258], [-4.3393, 4.7071, -2.0412], [-4.4241, 2.7613, -3.7014], [-4.7641, 2.1650, -2.0323], [-3.2620, 0.4493, -2.5988], [-3.9299, 3.0652, -0.4264], [-2.1515, 3.3638, -0.0297], [-1.0511, 3.9753, -2.8400], [-1.6851, 2.6506, -3.9006], [-0.8669, -2.7674, -0.0188], [-0.4226, -2.9569, -1.4053], [-1.3724, -2.5483, -2.4286], [0.8549, -2.3152, -1.6766], [2.0095, -2.9908, -0.9744], [2.7275, -3.8844, -1.7555], [3.9404, -4.4293, -1.3731], [4.3299, -4.2053, -0.0457], [3.4879, -3.4633, 0.8301], [2.3680, -2.7639, 0.3565], [-1.8625, -3.1930, -0.0376], [-0.8298, -1.7159, 0.3441], [-0.2109, -3.3506, 0.6403], [-2.3477, -2.9325, -2.2870], [-1.0518, -2.9416, -3.4053], [-1.4380, -1.4560, -2.4429], [0.8627, -1.2608, -1.4682], [1.0758, -2.3891, -2.7364], [2.4516, -4.0879, -2.7992], [4.4402, -5.0385, -2.0696], [5.2225, -4.5722, 0.4172], [3.7315, -3.4359, 1.8697]], "multiplicity": 3, "charge": -1, "gap_ha": [0.22471, 0.21972], "max_force_ev_per_a": 3.02}



# 4
{"formula": "C2H6FN", "method": "the ωB97M-V functional and the def2-TZVPD basis", "elements": ["C", "C", "N", "F", "H", "H", "H", "H", "H", "H"], "coordinates": [[-1.0338, 0.5748, -0.2147], [1.2433, -0.1215, 0.0709], [0.0081, 0.1835, 0.6105], [-0.9662, -2.0427, 0.8336], [-1.7440, -0.2687, -0.2516], [-1.5911, 1.3797, 0.2733], [-0.7512, 0.8184, -1.2477], [1.9051, 0.7238, 0.3333], [1.6620, -0.9765, 0.6114], [1.2679, -0.2707, -1.0189]], "multiplicity": 3, "charge": 0, "gap_ha": [0.39111, 0.23345], "max_force_ev_per_a": 1.66}



# 5
{"formula": "C3H12NO2", "method": "the ωB97M-V functional and the def2-TZVPD basis", "elements": ["C", "O", "C", "C", "N", "H", "H", "H", "H", "H", "H", "H", "H", "H", "H", "H", "H", "O"], "coordinates": [[0.6583, -0.2152, -1.6223], [1.6829, -1.1871, -1.4104], [0.2348, 0.5268, -0.3654], [-1.3037, 0.8327, -0.4926], [0.3934, -0.4221, 0.8188], [0.8922, 0.6243, -2.2911], [-0.1678, -0.7218, -2.1345], [2.5036, -0.7696, -1.7034], [0.7196, 1.5102, -0.3183], [-1.8560, 0.0328, 0.0061], [-1.5499, 0.9585, -1.5506], [-1.5743, 1.7039, 0.1089], [-0.4315, -1.0089, 0.9325], [1.1622, -1.1000, 0.7558], [0.6302, 0.0205, 1.7148], [-1.7131, 0.1439, 3.3522], [-1.5331, 1.3277, 2.3345], [-1.4086, 0.3848, 2.4728]], "charge": 1, "gap_ha": 0.43925, "max_force_ev_per_a": 2.24}



# 6
{"formula": "CH14O6", "method": "the ωB97M-V functional and the def2-TZVPD basis", "elements": ["C", "O", "H", "H", "H", "H", "O", "H", "H", "O", "H", "H", "O", "H", "H", "O", "H", "H", "O", "H", "H"], "coordinates": [[1.2078, 1.0428, 2.8679], [1.1161, 0.7733, 1.4168], [0.2294, 1.5164, 2.9403], [1.3247, 0.0665, 3.3306], [2.0279, 1.6754, 3.2175], [1.2504, 1.5746, 0.8992], [-0.6086, -1.4503, -3.4713], [-1.2961, -1.9886, -3.0563], [-0.3234, -0.9536, -2.6952], [0.7836, -0.8195, -0.5779], [1.1192, -1.7026, -0.7997], [0.7214, -0.9109, 0.3847], [-1.5531, -2.4470, -0.7404], [-1.7996, -1.8078, -0.0473], [-0.6523, -2.0570, -0.7405], [0.5715, 2.2312, -1.5397], [0.5900, 1.3145, -1.8303], [1.0576, 2.7096, -2.2129], [-2.2856, 0.3806, 0.7932], [-1.8436, -0.1195, 1.4807], [-1.6373, 0.9721, 0.3806]], "charge": 0, "gap_ha": 0.41229, "max_force_ev_per_a": 2.19}